This record from OMol25 describes a structure of composition C10H14BrN6OPt. The level of theory is ωB97M-V/def2-TZVPD.

Structure (XYZ):
```
33
Properties=species:S:1:pos:R:3
Pt -0.69277 1.51934 0.01864
N -0.39088 5.06824 -1.94624
C -0.76234 3.95134 -1.33715
O 0.10717 3.20234 -0.82727
C -2.19865 3.55733 -1.23496
C -2.24189 2.02480 -1.15246
H 0.58514 5.31685 -1.97802
H -1.06601 5.68017 -2.36873
H -2.79257 3.97039 -2.05382
H -2.56608 4.00164 -0.30583
H -2.02714 1.59258 -2.13430
H -3.20986 1.65924 -0.81901
N -2.53473 -4.12054 2.63972
C -1.90023 -3.05180 2.14724
N -0.56813 -2.96513 2.29812
N -2.63441 -2.14253 1.53149
C -2.04865 -1.07337 1.08317
N -1.54943 -0.10972 0.69286
H -2.05010 -4.88856 3.06564
H -3.52627 -4.18791 2.48982
H -0.05393 -3.63406 2.84239
H -0.08078 -2.14818 1.96861
Br 1.58335 1.04483 1.39991
C 2.39325 -0.30883 0.29356
C 3.77141 -0.43560 0.32128
C 4.31023 -1.41980 -0.49133
C 3.46236 -2.20130 -1.26461
C 2.09974 -1.97387 -1.19231
N 1.56386 -1.03025 -0.41038
H 4.38623 0.20489 0.93575
H 5.38113 -1.56941 -0.52211
H 3.85003 -2.97380 -1.91321
H 1.40094 -2.55933 -1.77646
```

Energy above the lowest of the compared OMol25 structures with the same formula, charge and spin   0.5239 eV
Charge   +1



This record from OMol25 describes a cluster of 5 separate species, C10H14Cl16NO3PS in total at a distorted geometry. The level of theory is ωB97M-V/def2-TZVPD.

Structure (XYZ):
```
46
Properties=species:S:1:pos:R:3
C 4.31013 1.77050 0.24229
O 3.48124 0.71777 0.76501
C 2.71156 1.12764 1.79365
O 3.10204 1.94059 2.54386
N 1.43186 0.54234 2.00586
C 0.37885 1.13697 1.16899
C -0.85349 1.51611 2.03196
C -1.70363 2.62030 1.36787
S -3.11582 1.84599 0.49716
P 1.42331 -1.21549 2.02558
C 1.26042 -1.87339 0.28935
O 2.98596 -1.58715 2.43662
H 3.81641 2.73855 0.27686
H 4.45787 1.52452 -0.81288
H 5.29004 1.76275 0.71689
H 0.72811 2.07639 0.72458
H 0.04104 0.51576 0.33213
H -0.45780 1.80005 3.00769
H -1.46176 0.61334 2.11366
H -1.10899 3.17023 0.63476
H -2.01131 3.33561 2.12982
H -2.86212 2.15026 -0.79401
H 0.29853 -2.39853 0.26079
H 2.00743 -2.62280 0.02569
H 1.18527 -1.09869 -0.47546
H 3.05326 -1.69016 3.39558
C -5.39179 2.50247 -2.87813
Cl -3.70179 2.33876 -3.38711
Cl -5.77905 1.24781 -1.69568
Cl -5.63600 4.09595 -2.15376
Cl -6.44370 2.32631 -4.28799
C -4.58041 -2.21941 -3.09957
Cl -6.26499 -2.49466 -2.63655
Cl -3.74316 -3.77213 -3.23048
Cl -4.52771 -1.38590 -4.65916
Cl -3.79060 -1.22056 -1.87611
C 2.39752 0.75785 -3.26009
Cl 3.79598 1.74310 -3.70997
Cl 2.93509 -0.87367 -2.85232
Cl 1.59250 1.48500 -1.85940
Cl 1.26526 0.68679 -4.61595
C 1.89628 -5.12955 3.49817
Cl 1.58288 -4.24158 4.99712
Cl 3.61880 -5.51451 3.39164
Cl 0.95378 -6.62583 3.48951
Cl 1.43270 -4.12568 2.12149
```

SMILES string   COC(=O)N(CCCS)P(C)O.ClC(Cl)(Cl)Cl.ClC(Cl)(Cl)Cl.ClC(Cl)(Cl)Cl.ClC(Cl)(Cl)Cl
Charge   0
Energy   -8772.45674 hartree



This record from OMol25 describes a cluster of 3 separate species, C10H14F6O8S in total at a distorted geometry. The level of theory is ωB97M-V/def2-TZVPD.

Structure (XYZ):
```
39
Properties=species:S:1:pos:R:3
C 3.11315 -0.85027 1.37139
C 1.71200 -0.97458 1.85156
O 1.47669 -2.12729 2.60361
C 0.82796 -3.26968 2.16239
O 0.40559 -3.38935 1.02172
C 0.62060 -4.32215 3.33971
F 1.57451 -4.22894 4.27871
F -0.53390 -4.20596 3.92652
F 0.68868 -5.58739 2.83413
H 3.31736 0.15933 1.01487
H 3.30882 -1.56276 0.57004
H 3.84652 -0.90514 2.17592
H 0.94525 -0.85973 1.08540
H 1.54944 -0.20946 2.61069
C -3.57163 -0.06014 -2.04885
C -2.44961 0.23070 -2.98964
O -1.15213 -0.12819 -2.44806
C -0.04447 0.16384 -3.17413
O 0.10934 0.66532 -4.28059
C 1.23752 -0.31943 -2.39990
F 1.78989 0.78930 -1.80904
F 0.91110 -1.30967 -1.50752
F 2.11187 -0.83025 -3.33065
H -3.35640 0.05414 -0.98645
H -3.78191 -1.10188 -2.29107
H -4.46888 0.46822 -2.37116
H -2.44581 1.28415 -3.26954
H -2.47924 -0.13057 -4.01761
C 0.01632 2.44472 1.40192
C -0.98472 1.93103 0.39987
O -1.30631 3.02444 -0.42710
S -0.49297 4.40358 -0.07715
O -1.37649 5.51812 -0.03647
O 0.77134 4.49424 -0.85471
O -0.22846 3.79690 1.46043
H 1.03633 2.15516 1.14930
H -0.31613 2.11755 2.38708
H -1.86618 1.51215 0.88533
H -0.51505 1.15993 -0.21078
```

SMILES string   CCOC(=O)C(F)(F)F.CCOC(=O)C(F)(F)F.O=S1(=O)OCCO1
Energy above the lowest of the compared OMol25 structures with the same formula, charge and spin   1.1402 eV
Charge   0



This record from OMol25 describes the ion C10H14IN2 with charge +1 at a distorted geometry. The level of theory is ωB97M-V/def2-TZVPD.

Structure (XYZ):
```
27
Properties=species:S:1:pos:R:3
C 1.08231 3.21294 0.35431
C 0.06317 3.26548 -0.55709
C 1.65450 2.03178 0.76049
C -0.72215 2.11948 -0.74622
C 0.94555 0.84132 0.55526
C -0.25615 0.92342 -0.20344
C 1.37964 -0.34713 1.30226
C 0.87653 -1.63758 0.53223
C -0.89298 -0.30556 -0.53320
C -1.06517 -2.86509 -0.14735
N -0.95636 -0.71692 -1.89525
N -0.57551 -1.57520 0.38355
I -3.08764 0.12229 0.22837
H 1.59263 4.04411 0.86842
H -0.52848 4.12185 -0.94244
H 2.69933 2.03361 1.15853
H -1.59159 2.24044 -1.40092
H 2.49222 -0.49466 1.41338
H 1.03671 -0.32908 2.30599
H 1.27539 -1.60048 -0.47436
H 1.20653 -2.55105 0.92035
H -0.23883 -3.45506 -0.66849
H -1.18951 -3.61298 0.74720
H -2.10926 -2.69218 -0.59023
H -0.31613 -0.28348 -2.49825
H -1.79470 -1.19646 -2.23137
H -0.98003 -1.29381 1.35829
```

Energy above the lowest of the compared OMol25 structures with the same formula, charge and spin   0.9195 eV
Charge   +1
Spin multiplicity   3
<S²>   2.019



This record from OMol25 describes the ion C10H14N with charge +1 at a distorted geometry. The level of theory is ωB97M-V/def2-TZVPD.

Structure (XYZ):
```
25
Properties=species:S:1:pos:R:3
C -0.94532 0.55555 0.23651
C -0.90621 -0.74713 -0.03539
C 1.06799 1.92132 -0.64866
C 2.34850 1.07102 -0.46828
C 2.00716 -1.02182 1.17428
C -2.00409 1.36175 0.10344
C 0.47150 1.07189 0.58769
C 1.65385 0.08039 0.49386
C -3.30233 0.82943 -0.20599
C -0.01992 -3.15223 -0.45069
N -0.51494 -1.85256 -0.23544
H 1.13654 2.96405 -0.64461
H 0.66549 1.60863 -1.62241
H 2.92522 0.76559 -1.31632
H 3.04887 1.62191 0.03934
H 3.01008 -1.40920 0.96263
H 1.42001 -1.42514 1.95046
H -1.96540 2.33872 0.63045
H 0.52488 1.82509 1.48470
H -3.73184 0.76396 0.77945
H -3.31055 -0.19965 -0.60159
H -4.01810 1.44611 -0.69913
H 1.08503 -2.93608 -0.57068
H -0.36732 -3.78551 0.44276
H -0.27909 -3.69609 -1.38640
```

SMILES string   C=C1CC[C@H]1/C(C#[N+]C)=C/C
Energy above the lowest of the compared OMol25 structures with the same formula, charge and spin   3.2767 eV
Charge   +1



This record from OMol25 describes a structure of composition C10H14N at a distorted geometry. The level of theory is ωB97M-V/def2-TZVPD.

Structure (XYZ):
```
25
Properties=species:S:1:pos:R:3
C 1.52024 -0.69618 3.04295
C 2.43620 -0.49978 2.03165
C 0.21885 -0.41265 2.91203
C 1.99316 -0.17329 0.82357
C -0.27196 0.03843 1.68404
C 0.60247 0.09178 0.55013
C 0.61037 0.12922 -2.05371
C 0.01280 0.42256 -0.74822
C -1.44803 1.80936 -0.57340
C -1.85876 -0.64574 -2.38828
N -0.56448 -0.69492 -1.60472
H 1.94441 -0.92988 4.02948
H 3.54686 -0.67165 2.27676
H -0.45830 -0.57519 3.78646
H 2.65337 -0.23475 0.02862
H -1.30564 0.45087 1.61201
H 0.22397 0.73070 -2.94322
H 1.60431 -0.32361 -2.01704
H -1.83217 1.95030 -1.52628
H -0.72189 2.52229 -0.26043
H -1.96479 1.39403 0.36466
H -1.81537 -0.13106 -3.39218
H -2.16261 -1.59773 -2.54366
H -2.61687 -0.21326 -1.76812
H -0.34616 -1.73986 -1.32308
```

Energy above the lowest of the compared OMol25 structures with the same formula, charge and spin   2.5771 eV
Charge   +1
Spin multiplicity   3
<S²>   2.037